ORCA calculation (ωB97M-V/def2-TZVPD) on 2 unconnected molecules or ions with the total composition C2H5NO3.

Geometry (Å):
O  -1.26  -0.51  -1.28
O  2.11  -0.90  -0.74
O  -2.03  -0.71  1.31
N  -0.62  0.86  0.43
C  -0.84  0.54  -0.90
C  -1.08  0.00  1.46
H  2.30  -1.11  -1.66
H  2.77  -1.27  -0.16
H  -0.51  0.01  2.39
H  -0.60  1.35  -1.60
H  -0.26  1.75  0.74

Properties
- F_max: 0.02352 hartree/bohr
- SMILES string: O=CNC=O.O
- Frontier orbital gap: 10.328 eV
- 2S+1: 1

Löwdin atomic charge list, values in e, 2 entries:
1. O 0.067
2. O -0.050


ORCA calculation (ωB97M-V/def2-TZVPD) on 2 unconnected molecules or ions with the total composition C2H5NO3.

Geometry (Å):
O  -0.95  1.05  -2.45
O  -0.62  2.00  -0.45
O  -0.78  -1.07  1.33
N  1.28  -1.69  0.61
C  -1.37  1.52  -1.45
C  0.42  -1.13  1.50
H  0.90  -0.93  2.47
H  2.25  -1.44  0.63
H  -2.40  1.70  -1.13
H  0.98  -1.81  -0.34
H  0.28  1.78  -0.72

Properties
- F_max: 0.03505 hartree/bohr
- SMILES string: NC=O.O=CO
- Frontier orbital gap: 10.877 eV
- 2S+1: 1

Löwdin atomic charge list, values in e, 2 entries:
1. O 0.083
2. O 0.071


ORCA calculation (ωB97M-V/def2-TZVPD) on 2 unconnected molecules or ions with the total composition C2H5NO3S.

Geometry (Å):
S  0.04  -0.14  -0.01
O  -1.27  -3.33  -3.55
O  0.70  0.23  -1.82
O  -0.99  0.79  0.20
N  -2.26  -1.48  -2.56
C  1.44  0.56  0.91
C  -1.65  -2.41  -2.98
H  0.10  -0.32  -2.36
H  1.40  1.51  0.40
H  1.29  0.69  2.01
H  -2.09  -1.05  -1.67
H  2.35  0.00  0.74

Properties
- F_max: 0.08159 hartree/bohr
- Frontier orbital gap: 10.299 eV
- 2S+1: 1

Löwdin atomic charge list, values in e, 2 entries:
1. S 0.889
2. O 0.184


ORCA calculation (ωB97M-V/def2-TZVPD) on 2 unconnected molecules or ions with the total composition C2H5NO4.

Geometry (Å):
O  -1.28  -1.58  0.54
O  0.35  -0.99  1.96
O  0.38  0.82  0.43
O  -0.42  -0.09  -1.46
N  0.88  1.73  -1.58
C  -0.74  -1.66  1.62
C  0.28  0.82  -0.79
H  0.36  -0.23  1.30
H  -1.14  -2.23  2.46
H  0.89  1.58  -2.57
H  1.22  2.55  -1.12
H  -0.79  -0.72  -0.79

Properties
- F_max: 0.03530 hartree/bohr
- SMILES string: NC(=O)O.O=CO
- Frontier orbital gap: 11.556 eV
- 2S+1: 1

Löwdin atomic charge list, values in e, 2 entries:
1. O 0.044
2. O 0.070


ORCA calculation (ωB97M-V/def2-TZVPD) on 2 unconnected molecules or ions with the total composition C2H5NO4.

Geometry (Å):
O  1.11  3.27  0.49
O  -0.16  -2.38  0.48
O  -0.05  1.47  1.10
O  -2.11  -2.90  -0.47
N  1.61  1.26  -0.47
C  0.92  2.10  0.39
C  -1.15  -2.04  -0.10
H  -2.91  -2.43  -0.72
H  2.42  1.72  -0.87
H  -0.17  0.60  0.70
H  -1.34  -1.00  -0.40
H  1.84  0.33  -0.14

Properties
- F_max: 0.00683 hartree/bohr
- SMILES string: NC(=O)O.O=CO
- Frontier orbital gap: 10.872 eV
- 2S+1: 1

Löwdin atomic charge list, values in e, 2 entries:
1. O 0.108
2. O 0.089


ORCA calculation (ωB97M-V/def2-TZVPD) on a molecular structure, C2H5NOS.

Geometry (Å):
S  -1.43  0.04  -0.48
O  -2.43  0.13  0.55
N  -0.36  -1.16  0.06
C  0.87  -0.35  0.05
C  0.04  1.09  -0.03
H  -0.27  -2.17  -0.18
H  0.52  1.63  -0.85
H  1.46  -0.37  -0.95
H  0.08  1.84  0.89
H  1.52  -0.68  0.94

Properties
- F_max: 0.05638 hartree/bohr
- Frontier orbital gap: 9.801 eV
- 2S+1: 1

Löwdin atomic charge list, values in e, 2 entries:
1. S 0.845
2. O -0.505


Energy relative to the best compared isomer or geometry (same formula, charge and spin) list, top to bottom, in kcal per mole: 21.1; 9.4; 58.3; 5.9; 25.6; 67.9